(1)
Below is C4H12N2 as an isolated structure in a non-equilibrium geometry, with properties calculated with ωB97M-V/def2-TZVPD.

Computed properties:
Lowest unoccupied orbital energy = -0.004 hartree
HOMO level = -6.74 eV

ORCA input file:
```
! RIJCOSX wB97M-V def2-TZVPD def2/J DEFGRID3
* xyz 0 1
C -1.09492 -1.71783 -1.11765
C -0.34133 -0.61511 -0.34047
C -1.01559 0.69243 -0.39295
C -0.25278 1.82951 -0.07175
N 1.11137 1.79598 0.19682
N -0.05251 -0.87654 1.04348
H -2.10339 -1.88071 -0.72451
H -0.54027 -2.63567 -0.90174
H -1.03565 -1.58810 -2.18586
H 0.61836 -0.51745 -0.87161
H -2.07180 0.86127 -0.55471
H -0.81324 1.22902 0.89228
H -0.68356 2.80377 -0.27047
H 2.69600 -0.84877 1.99161
H 3.37664 -0.79578 1.67902
H 1.35106 0.88120 0.59842
H 1.67333 1.97990 -0.62557
H -0.82171 -0.59712 1.65565
*
```

(2)
Below is a 2-piece molecular cluster, C6H16Si overall in a non-equilibrium geometry, with properties calculated with ωB97M-V/def2-TZVPD.

Computed properties:
Lowest unoccupied orbital energy (alpha / beta) = 0.002 / 0.027 hartree
HOMO level (alpha / beta) = -7.34 / -8.24 eV

ORCA input file:
```
! RIJCOSX wB97M-V def2-TZVPD def2/J DEFGRID3
* xyz 0 1
C 0.41389 -2.37307 0.52848
C -0.68194 -1.19568 -1.43607
C 1.85201 -1.17452 -1.20092
C -1.73589 2.87182 1.03032
C 0.57970 0.84691 1.07267
C 0.51453 -1.37078 -0.57161
Si -0.21135 2.20146 0.10683
H -0.53001 -2.27786 1.06012
H 1.23190 -2.27758 1.23693
H 0.45464 -3.38611 0.11098
H -1.59838 -1.26289 -0.85608
H -0.65571 -0.24339 -1.95970
H -0.70435 -1.98668 -2.19605
H 2.08005 -2.01591 -1.86796
H 1.87774 -0.26848 -1.80053
H 2.63897 -1.12772 -0.45319
H -1.44835 3.46571 1.89372
H -2.34676 3.50093 0.38844
H -2.36600 2.06096 1.38672
H 0.05469 0.34340 1.86902
H 1.65083 0.76575 1.14217
H 0.72525 3.31126 -0.13534
H -0.68655 1.76608 -1.22511
*
```

(3)
Below is a 2-piece molecular cluster, CH2IOP overall in a non-equilibrium geometry, with properties calculated with ωB97M-V/def2-TZVPD.

Computed properties:
Lowest unoccupied orbital energy (alpha / beta) = 0.005 / -0.035 hartree
HOMO level (alpha / beta) = -7.75 / -9.91 eV

ORCA input file:
```
! RIJCOSX wB97M-V def2-TZVPD def2/J DEFGRID3
* xyz 0 3
C -0.90086 -0.55163 0.07286
O -0.30341 0.07044 0.86498
P 1.87425 1.28810 0.98902
I 1.70525 0.93401 -1.38434
H -0.31055 -1.10051 -0.70360
H -2.06468 -0.64041 0.16107
*
```

(4)
Below is a 2-piece molecular cluster, H7N5S2 overall in a non-equilibrium geometry, with properties calculated with ωB97M-V/def2-TZVPD.

Computed properties:
Lowest unoccupied orbital energy = 0.020 hartree
HOMO level = -8.77 eV

ORCA input file:
```
! RIJCOSX wB97M-V def2-TZVPD def2/J DEFGRID3
* xyz 0 1
N 2.95872 0.77192 -0.06794
N -1.17247 -1.34957 -0.00244
N 1.55038 -1.20891 -0.30073
N -2.37074 0.53318 0.99476
N -0.38346 1.03655 -0.68943
S 1.74668 0.04687 0.44457
S -1.70523 0.15893 -0.54784
H 2.90407 1.65618 0.38410
H -1.10799 -2.10872 -0.68419
H 2.33722 -1.50448 -0.94619
H -0.24529 -1.05571 0.31484
H -2.55128 1.54347 1.15463
H -1.66227 0.18675 1.61747
H -0.29834 1.29353 -1.67161
*
```

(5)
Below is C10H8BrCl3N2O2PdS3SbSi as an isolated structure, with properties calculated with ωB97M-V/def2-TZVPD.

Computed properties:
Lowest unoccupied orbital energy (alpha / beta) = 0.132 / 0.132 hartree
HOMO level (alpha / beta) = -1.71 / -1.93 eV

ORCA input file:
```
! RIJCOSX wB97M-V def2-TZVPD def2/J DEFGRID3
* xyz -2 2
Pd 0.21881 0.58967 1.57404
S 1.77168 -1.07151 5.74323
Sb 0.51817 0.82628 5.25238
S 1.49232 1.92649 3.22769
S -1.18451 0.30267 3.55157
Cl 0.11241 4.09223 1.32108
Si -0.64635 2.50877 2.57053
Cl -1.24970 3.68094 4.25115
Cl -2.56036 2.47220 1.56639
N 0.87189 -2.59650 3.11146
C -0.16713 -3.11193 2.38126
C 0.02541 -2.67622 1.10294
N 1.15628 -1.89150 1.03501
C 1.62077 -1.86147 2.26724
H 0.96105 -2.47526 4.12264
H -0.95349 -3.69144 2.83204
H -0.59907 -2.82858 0.23875
H 2.47008 -1.29557 2.61452
Br -0.56924 0.45536 -7.22526
C -0.42041 0.48272 -5.31979
C -1.40204 -0.12989 -4.56079
C -1.28384 -0.10574 -3.17799
C -0.20360 0.51881 -2.56848
C 0.76462 1.12913 -3.35531
C 0.66493 1.11566 -4.73970
C -0.08268 0.53346 -1.05747
O 0.90798 1.12500 -0.56604
O -0.97312 -0.04523 -0.39676
H -2.24149 -0.61385 -5.04153
H -2.02729 -0.56778 -2.54173
H 1.59253 1.61383 -2.85488
H 1.41541 1.58923 -5.35816
*
```

(6)
Below is a 5-piece molecular cluster, C25H39FN4O8S2 overall in a non-equilibrium geometry, with properties calculated with ωB97M-V/def2-TZVPD.

Computed properties:
Lowest unoccupied orbital energy = -0.057 hartree
HOMO level = -8.02 eV

ORCA input file:
```
! RIJCOSX wB97M-V def2-TZVPD def2/J DEFGRID3
* xyz 0 1
H -2.00801 -0.57092 2.27282
N -1.20797 -1.08278 1.87004
C -1.42585 -1.32733 0.57394
N -0.35010 -2.02331 -0.14566
N -2.68807 -0.83632 0.00764
C -2.90453 -1.20906 -1.41370
C -2.76659 0.06986 -2.41391
C -3.02328 -0.32349 -3.95562
C -2.31400 0.72564 -4.98864
C -0.73157 0.40290 -4.86253
C -0.05573 -0.78491 -5.60770
S -1.12747 -1.84818 -6.69893
C 1.48547 -1.06073 -5.39962
C 2.36442 -0.16009 -4.45976
C 1.67893 1.02733 -3.74676
C 0.15464 1.29059 -3.96253
C -0.16326 2.57918 -3.09143
O -1.18115 3.30356 -3.21536
N 1.00156 2.74640 -2.17379
S 0.58823 2.43382 -0.53067
O 1.23666 3.41279 0.43067
O -0.90945 2.59944 -0.34731
F 0.98156 0.89714 -0.01413
C 2.21903 2.11581 -2.72289
O 3.42893 2.28309 -2.47902
H 0.44022 -2.12185 0.53602
H -0.70907 -2.99259 -0.28197
H -2.78679 0.17108 0.18683
H -4.01923 -1.52250 -1.50349
H -2.30503 -2.10226 -1.78750
H -3.56526 0.84109 -2.12581
H -1.73330 0.50874 -2.20717
H -2.45509 -1.31945 -4.12136
H -4.13107 -0.48588 -4.19224
H -2.68632 0.59526 -6.06627
H -2.56919 1.79055 -4.65231
H -0.40427 -3.01574 -6.95593
H 1.95817 -1.94726 -5.95669
H 3.46769 -0.35946 -4.26963
C 2.98544 -3.52511 2.54740
C 1.85964 -4.33445 1.96472
C 1.84217 -5.80976 2.26033
O 0.99501 -3.81541 1.28025
H 2.86991 -2.47941 2.25284
H 2.96026 -3.58681 3.63730
H 3.94205 -3.89190 2.16839
H 1.76812 -5.97129 3.33790
H 2.74788 -6.27784 1.86865
H 0.97511 -6.26558 1.77702
C -0.87808 2.32628 5.30806
C -0.63859 0.88000 4.96262
C 0.50608 0.18294 5.64960
O -1.34094 0.29707 4.16081
H -1.73282 2.69742 4.73862
H -1.09863 2.42246 6.37352
H 0.00040 2.92105 5.04818
H 0.34717 0.18379 6.73043
H 1.44604 0.68244 5.40481
H 0.55883 -0.85195 5.30374
C -2.10173 8.40372 -5.32711
C -2.61072 7.00277 -5.54267
C -2.12830 5.93671 -4.59533
O -3.38228 6.74294 -6.44767
H -2.53192 9.06527 -6.08221
H -2.40019 8.75967 -4.33874
H -1.01402 8.42289 -5.42367
H -2.42792 6.18312 -3.57459
H -1.04191 5.84642 -4.65953
H -2.57570 4.97940 -4.86975
C 4.21557 -4.69306 7.51824
C 2.96306 -4.14453 6.88827
C 2.13986 -3.18377 7.70415
O 2.62866 -4.46531 5.76225
H 4.70656 -5.37101 6.81675
H 4.90127 -3.87647 7.75415
H 3.96328 -5.24893 8.42381
H 2.73349 -2.30017 7.94835
H 1.79550 -3.67267 8.61797
H 1.26855 -2.87111 7.12455
*
```